Below is a 5-piece molecular cluster, C28H55FNO5S overall, with properties calculated with ωB97M-V/def2-TZVPD.

```
91
Properties=species:S:1:pos:R:3:forces:R:3
C 4.1048 1.5868 3.2058 0.0479 -0.0144 0.0087
C 3.6372 2.5399 2.1133 0.0453 -0.1228 0.3040
C 2.1993 3.0358 2.3087 0.0971 0.1527 -0.2262
F 1.6070 2.3667 3.3680 -0.1304 -0.1590 0.2706
C 1.2700 2.9046 1.0981 0.1405 -0.1048 -0.2313
S 2.0365 3.9665 -0.2081 -0.1881 0.1395 -0.0420
C -0.0885 3.5784 1.3786 0.0556 0.0312 -0.2171
C -1.3155 2.6719 1.6399 -0.2624 0.2268 0.1286
C -2.1139 3.2380 2.8146 0.2497 0.0784 -0.0080
C -2.2214 2.6836 0.3996 0.0895 -0.5683 0.3354
N -0.9036 1.2948 2.0230 0.5797 0.4073 -0.0838
O -0.7314 1.1167 3.2748 -0.3085 -0.2421 0.0856
C 0.0239 0.5459 1.1241 0.0667 -0.2504 0.1205
C 0.6620 -0.5655 1.9529 0.2183 0.0640 -0.2697
C -0.7483 -0.1175 -0.0334 0.0479 -0.1261 0.0845
C 1.1715 1.4532 0.5895 -0.1990 0.2806 -0.0465
H 4.0005 2.0291 4.1917 -0.0551 0.0354 0.1341
H 3.5481 0.6542 3.1929 -0.0880 -0.1086 0.0339
H 5.1552 1.3472 3.0607 0.1234 -0.0304 -0.0513
H 4.2950 3.4033 2.1116 0.0786 0.1381 -0.1709
H 3.7538 2.0428 1.1553 0.0304 0.0179 -0.1807
H 2.2209 4.0905 2.5784 -0.0376 0.1239 0.1429
H 2.9089 3.0859 -0.6978 0.1860 -0.1487 0.0356
H 0.0360 4.2851 2.1944 0.0421 0.0008 0.2086
H -0.3347 4.1738 0.5033 -0.1030 0.1587 -0.0525
H -1.4535 3.5060 3.6315 0.0309 -0.1078 0.1812
H -2.8302 2.5119 3.1820 -0.1923 -0.0362 -0.0130
H -2.6254 4.1398 2.4904 -0.1100 0.1033 -0.0488
H -2.8121 3.5939 0.4077 0.1145 0.2396 -0.1667
H -2.9213 1.8570 0.4556 -0.1850 -0.1173 -0.0744
H -1.6749 2.6020 -0.5333 0.0451 -0.0455 -0.1795
H 1.1556 -1.2498 1.2652 0.1012 -0.0634 -0.0867
H -0.0783 -1.1204 2.5169 -0.0863 -0.0338 0.1177
H 1.4244 -0.1595 2.6070 -0.0887 -0.0310 0.3542
H -1.7927 0.1403 -0.0429 -0.3574 0.1986 -0.0519
H -0.3306 0.1310 -1.0031 0.0173 0.0782 -0.1671
H -0.6963 -1.1984 0.0746 0.0001 -0.1073 -0.0040
H 1.1312 1.4855 -0.4935 -0.1583 0.0157 -0.1600
H 2.1078 0.9617 0.8385 0.1293 -0.1168 -0.0671
C -4.4273 1.2824 -4.2994 0.0371 -0.0007 -0.0213
C -3.7270 -0.0764 -4.3023 -0.0529 0.0219 0.0558
C -2.5847 0.1692 -3.3260 0.0990 0.1039 -0.1115
O -3.0676 1.1234 -2.3751 -0.0307 -0.0301 0.0364
C -4.2924 1.6931 -2.8383 0.0033 -0.0423 0.0068
H -5.4642 1.2430 -4.6299 -0.0106 -0.0155 0.0042
H -3.8900 1.9850 -4.9398 0.0066 -0.0008 0.0039
H -4.3957 -0.8495 -3.9181 -0.0011 0.0031 0.0006
H -3.3774 -0.3880 -5.2854 0.0078 0.0159 -0.0186
H -1.7082 0.5908 -3.8296 -0.0095 -0.0251 -0.0103
H -2.2781 -0.7322 -2.7982 0.0088 -0.0714 0.0887
H -5.1193 1.2983 -2.2373 -0.0167 0.0085 -0.0198
H -4.2510 2.7745 -2.6998 0.0121 0.0047 0.0159
C 1.5072 0.4592 -7.0379 0.0048 0.0343 0.0028
C 2.6379 1.0160 -6.1738 -0.0165 -0.0335 0.0130
C 1.8685 1.8840 -5.1860 -0.0133 0.0118 -0.0275
O 0.5978 1.2555 -5.0092 -0.0511 -0.0021 0.0059
C 0.4107 0.2457 -6.0026 0.0538 -0.0268 0.0546
H 1.7689 -0.4561 -7.5659 0.0125 -0.0125 0.0054
H 1.1940 1.2015 -7.7748 -0.0039 0.0059 0.0030
H 3.1462 0.2039 -5.6499 -0.0022 -0.0013 0.0046
H 3.3826 1.5783 -6.7345 -0.0047 0.0089 -0.0180
H 1.7135 2.8937 -5.5804 0.0231 0.0013 -0.0051
H 2.3576 1.9656 -4.2147 -0.0173 0.0023 0.0171
H 0.5000 -0.7369 -5.5261 -0.0063 -0.0219 -0.0438
H -0.5943 0.3380 -6.4168 -0.0159 0.0221 0.0165
C 2.4692 -2.6892 6.0597 0.0171 -0.0304 -0.0228
C 3.9572 -2.9822 5.8722 -0.0114 0.0316 0.0009
C 4.0189 -3.3045 4.3843 -0.0334 -0.0059 0.0188
O 2.9982 -2.5232 3.7639 -0.0232 0.0129 -0.0452
C 2.1336 -1.9684 4.7608 0.0763 0.0224 0.0343
H 2.2481 -2.0882 6.9401 0.0100 0.0138 0.0072
H 1.9071 -3.6226 6.1328 -0.0013 -0.0031 -0.0047
H 4.5474 -2.0900 6.0916 -0.0003 0.0071 -0.0060
H 4.3266 -3.7966 6.4936 -0.0098 -0.0137 0.0055
H 3.8173 -4.3657 4.2002 0.0164 -0.0045 0.0186
H 4.9786 -3.0528 3.9312 0.0015 0.0053 -0.0198
H 2.3298 -0.8938 4.8398 -0.0403 0.0100 0.0367
H 1.0998 -2.1036 4.4463 -0.0083 -0.0025 -0.0133
C -2.2246 -4.1303 0.5784 -0.0488 -0.0044 0.0001
C -2.9091 -5.4954 0.5188 0.0295 0.0048 -0.0144
C -3.7684 -5.3523 -0.7317 0.0044 0.0407 0.0244
O -3.0579 -4.4742 -1.6065 -0.0137 -0.0020 0.0079
C -1.9868 -3.8478 -0.8989 0.0342 -0.0742 -0.0075
H -1.3043 -4.1241 1.1605 0.0124 -0.0170 0.0031
H -2.9015 -3.3855 1.0024 0.0002 0.0049 -0.0041
H -2.1664 -6.2837 0.3803 0.0024 -0.0014 -0.0048
H -3.4950 -5.7312 1.4056 -0.0092 0.0132 0.0112
H -4.7413 -4.9080 -0.4949 -0.0006 -0.0152 0.0179
H -3.9379 -6.2989 -1.2459 -0.0001 0.0000 -0.0213
H -1.0377 -4.2782 -1.2380 0.0120 0.0162 0.0266
H -1.9857 -2.7845 -1.1313 -0.0187 0.0743 -0.0554
```
Forces are in eV/Å.

For the LUMO energy (spin up / spin down), the calculation gives 0.60 / 0.60 eV. The multiplicity is 2. The total charge is 0. The HOMO-LUMO gap (spin up / spin down) is 8.26 / 9.63 eV.

Below is C28H55HgO2Si4 as an isolated structure, with properties calculated with ωB97M-V/def2-TZVPD.

```
90
Properties=species:S:1:pos:R:3:forces:R:3
O 0.3289 -0.0698 -5.6817 0.1215 0.5725 -1.2725
C 0.5671 1.0878 -6.5327 -0.3844 -0.1421 0.0269
C 0.3127 0.2802 -7.8160 0.0542 0.0641 0.2686
H 1.6006 1.4445 -6.4269 -0.3122 0.1449 0.0716
H -0.1819 1.8772 -6.3578 0.5021 -0.1107 0.1630
C 0.2459 -0.9217 -6.8543 0.5520 0.2528 -0.6890
H 1.1609 0.2412 -8.5110 -0.4264 0.0728 -0.0255
H -0.6412 0.4861 -8.3142 0.3105 0.1038 -0.0017
C 1.4986 -1.7569 -7.0164 -0.1513 -0.5088 0.1761
H 2.3831 -1.1143 -6.9973 -0.0436 -0.1543 -0.0094
H 1.4345 -2.2867 -7.9812 0.1949 0.1395 0.2729
H 1.5666 -2.4991 -6.2118 0.1009 0.1257 -0.1150
C -1.0014 -1.7460 -6.9470 -0.0880 -0.4403 -0.0605
H -1.8957 -1.1647 -6.7225 0.0716 -0.0416 -0.0391
H -0.9352 -2.5915 -6.2615 -0.1782 -0.0347 -0.0682
H -1.0742 -2.1462 -7.9653 -0.0550 0.0585 0.1007
Hg 1.2123 0.5575 0.3741 -0.3465 -0.2389 -0.1533
C -2.7554 -1.5252 1.0628 0.1370 0.8695 -0.4251
C -2.6421 -0.1130 0.8315 -0.1455 -0.7759 -0.3210
C -3.2246 0.1677 -0.4373 -0.0032 -0.3778 0.3199
H -2.2003 0.6133 1.5141 -0.0914 -0.1758 -0.1866
C -3.7157 -1.0513 -0.9790 0.3569 -0.0752 0.5841
C -3.4001 -2.0960 -0.0650 -0.1004 0.4969 -0.1907
H -3.6279 -3.1515 -0.2042 -0.0324 0.1975 0.0780
H -2.4151 -2.0581 1.9470 -0.0374 0.0547 -0.1757
H -3.2953 1.1565 -0.8971 -0.0465 -0.2721 0.1378
H -4.2726 -1.1685 -1.9058 0.1528 0.0062 0.1130
C 0.9278 -3.9677 1.4464 -2.5236 -1.4410 -0.4679
C -0.2998 -4.3077 0.7991 1.5942 -0.0820 1.5393
C -0.3418 -3.6329 -0.4525 0.1367 0.1749 0.2508
H -1.0565 -4.9895 1.1812 0.1788 0.3098 -0.0452
C 0.8571 -2.8770 -0.5897 1.6860 0.2540 1.1218
C 1.6557 -3.1041 0.5735 -0.6888 1.2113 -2.5239
H 2.6498 -2.6878 0.7561 -0.4129 -0.1332 -0.0887
H 1.2541 -4.3232 2.4248 -0.1251 0.1241 -0.3434
H -1.1419 -3.6878 -1.1835 0.1431 0.0466 0.1869
H 1.1053 -2.2397 -1.4432 -0.0950 -0.2636 0.3907
O -0.1528 -0.5370 -3.2790 -0.7235 1.3171 0.1741
C -1.3998 -1.0605 -3.7063 -0.2690 -0.9549 0.6377
C -2.3584 0.0650 -4.1144 0.1859 0.3467 -0.2403
H -1.8448 -1.6198 -2.8770 -0.0733 0.1535 0.1662
H -1.1968 -1.8146 -4.4721 -0.0752 0.3951 -0.0883
C -1.6421 1.3785 -3.7077 0.0395 -0.4389 -0.1057
H -3.3152 -0.0220 -3.5830 0.2876 -0.1097 -0.2669
H -2.5240 0.0880 -5.1986 -0.1387 -0.1471 0.2597
C -0.3411 0.8750 -3.0420 0.4292 -0.0214 1.0858
H -2.2617 1.9372 -2.9977 0.2704 -0.1257 0.0037
H -1.5052 2.0372 -4.5782 0.2620 -0.2810 0.2285
H -0.4690 1.0037 -1.9384 0.1791 0.0010 -0.6283
H 0.5934 1.3993 -3.3368 -0.5838 -0.2713 -0.0161
C -2.3179 0.3302 4.4900 -0.1753 -0.0765 0.1414
Si -0.5013 -0.1462 4.5021 0.0234 0.0746 -0.6709
C 0.1624 0.2520 6.2198 -0.0717 -0.0917 0.3460
C -0.3507 -1.9813 4.1684 -0.1403 -0.2602 0.2580
Si 0.7812 1.0011 2.9134 -0.1504 -0.1326 0.2018
Si 0.2270 3.2326 2.9980 0.0427 -0.3536 -0.3356
C 0.6834 3.9902 4.6557 -0.0728 0.3827 0.0810
C 1.1482 4.1280 1.6175 -0.0602 0.3202 0.1422
C -1.6148 3.4754 2.6868 0.0141 0.2511 -0.0300
Si 2.9749 0.6255 3.5327 -0.4788 0.1396 -0.2791
C 3.4364 1.4629 5.1535 0.4409 -0.0610 0.1831
C 3.1996 -1.2365 3.6824 0.3495 -0.1265 0.1354
C 4.1681 1.2279 2.1995 0.1932 -0.0801 0.0921
H -2.7691 -0.0425 5.4220 0.0311 0.0745 -0.1226
H -2.8626 -0.1261 3.6555 0.1488 0.1111 0.0165
H -2.4747 1.4129 4.4497 0.0199 -0.1996 0.0338
H -0.6282 -0.0049 6.9390 0.1673 0.0401 0.0087
H 1.0459 -0.3471 6.4690 -0.0802 0.1118 -0.0607
H 0.4110 1.3102 6.3589 -0.0468 -0.1898 -0.0449
H -0.4066 -2.2217 3.1008 -0.0468 0.1217 0.1552
H 0.5831 -2.3971 4.5638 -0.1141 0.0467 -0.0478
H -1.1916 -2.4769 4.6735 0.1539 -0.1172 -0.0900
H 1.7601 4.2119 4.6939 -0.3055 -0.0416 0.0793
H 0.1244 4.9367 4.7297 0.2248 -0.1115 0.1918
H 0.4126 3.3543 5.5111 0.0855 0.2101 -0.2751
H 0.8261 3.7294 0.6457 0.1243 0.1288 0.1742
H 0.8840 5.1986 1.6673 0.1980 -0.2326 -0.1641
H 2.2402 4.0199 1.7052 -0.3128 0.0432 -0.0675
H -1.9919 2.8303 1.8801 0.0864 0.1495 0.2589
H -2.2028 3.2951 3.5964 0.0732 0.0622 -0.2832
H -1.7560 4.5244 2.3826 -0.1312 -0.1914 0.0844
H 2.9389 1.0097 6.0220 0.0929 0.1369 -0.2547
H 4.5234 1.3294 5.2740 -0.1641 0.1211 0.1736
H 3.2222 2.5411 5.1492 0.0534 -0.3226 -0.0339
H 2.6602 -1.8151 2.9177 0.1094 0.2743 0.2148
H 4.2772 -1.4236 3.5631 -0.1696 -0.2229 0.1022
H 2.8899 -1.5931 4.6749 0.0687 0.0172 -0.2336
H 3.9188 0.8142 1.2108 0.0775 0.1453 0.2834
H 4.1660 2.3249 2.1320 0.0656 -0.2444 -0.0434
H 5.1783 0.8793 2.4675 -0.1196 0.2177 -0.1304
```
Forces are in eV/Å.

For the LUMO energy (spin up / spin down), the calculation gives 1.72 / 1.04 eV. The total charge is -1. The energy above the lowest of the compared OMol25 structures with the same formula, charge and spin comes out at 36.9 kcal per mole. The HOMO-LUMO gap (spin up / spin down) is 4.93 / 4.11 eV.

Strongest force on any atom values (in hartree/bohr) by entry order: 0.014; 0.057.